[1]
Molecular formula: C11H16NO2S
Method: DFT, ωB97M-V/def2-TZVPD

The electronic energy is -1031.90614 a.u. As for the lowest unoccupied orbital energy: -5.245 eV. The total charge is +1. Its energy above the lowest of the compared OMol25 structures with the same formula, charge and spin is 0.0000 eV. As for the largest force on an atom: 0.032 Eh/bohr. As for the HOMO energy: -13.1 eV.

XYZ file:
```
31
Properties=species:S:1:pos:R:3:forces:R:3:lowdin_charge:R:1
C -0.206059 3.511620 0.160899 -0.01 -0.07 -0.03 -0.05
C 0.072268 2.912437 -1.057377 -0.05 0.10 0.03 -0.05
C -0.747167 2.758966 1.191129 0.04 0.02 -0.05 -0.04
C -0.179530 1.566697 -1.245301 -0.05 -0.24 0.16 -0.01
C -1.001153 1.409870 1.016022 -0.10 -0.30 -0.12 -0.02
C -0.720147 0.808341 -0.207573 0.13 1.24 -0.07 -0.22
C -1.427308 -1.010853 -1.525916 0.99 0.21 -0.04 0.11
C 3.363549 -1.444264 0.176377 -0.15 -0.05 -0.22 -0.10
C 1.898122 -1.526843 -0.231321 0.10 0.08 0.31 -0.26
C 0.980159 -1.305060 0.969261 -0.04 -0.10 -0.51 -0.17
C -0.496741 -1.497005 0.618917 0.57 -0.55 0.98 -0.13
N -0.937242 -0.583394 -0.419035 0.31 -0.26 -0.93 -0.08
O -3.489834 -1.200980 -1.078401 -1.64 -0.06 0.26 -0.42
O -3.219200 -0.683400 1.267975 -0.73 0.03 0.14 -0.39
S -4.121284 -0.815379 0.165008 0.49 -0.14 -0.20 1.04
H 0.005106 4.559286 0.306220 0.00 0.10 0.02 0.12
H 0.494171 3.494028 -1.861566 0.06 0.03 -0.08 0.12
H -0.972766 3.223254 2.138056 -0.02 0.02 0.10 0.12
H 0.080556 1.099602 -2.183597 0.05 -0.06 -0.09 0.12
H -1.439325 0.836554 1.817099 0.04 -0.03 0.10 0.11
H -1.702776 -0.314800 -2.303673 0.00 0.11 0.09 0.13
H -1.418227 -2.060272 -1.772484 -0.01 -0.10 0.22 0.14
H 3.606691 -2.225619 0.892215 0.06 -0.04 0.09 0.08
H 3.578650 -0.479275 0.627219 0.09 0.10 0.08 0.08
H 4.004468 -1.567741 -0.692368 0.13 0.00 -0.01 0.08
H 1.698289 -0.772080 -0.996014 -0.04 -0.02 -0.08 0.10
H 1.698711 -2.508874 -0.665627 -0.07 -0.04 -0.10 0.11
H 1.229734 -2.029166 1.745656 -0.08 0.03 0.10 0.13
H 1.144826 -0.307001 1.378229 -0.01 -0.03 0.09 0.12
H -0.662570 -2.515915 0.263957 -0.10 0.08 0.00 0.14
H -1.113973 -1.332734 1.506010 0.05 -0.08 -0.23 0.11
```
Positions in Å, forces in eV/Å.

---

[2]
Molecular formula: C15H20NO8S
Method: DFT, ωB97M-V/def2-TZVPD

The electronic energy is -1638.32089 a.u. As for the lowest unoccupied orbital energy: 2.240 eV. The total charge is -1. As for the largest force on an atom: 0.149 Eh/bohr. As for the HOMO energy: -4.3 eV.

XYZ file:
```
45
Properties=species:S:1:pos:R:3:forces:R:3:lowdin_charge:R:1
C 3.133702 -0.089594 -0.017389 0.12 -0.72 -0.90 -0.12
C 3.046520 -1.648867 -0.511390 -0.94 0.82 0.41 -0.18
C 2.159942 -2.515704 0.556356 2.61 -1.05 -0.71 -0.18
O 0.838966 -2.837412 0.103019 0.28 1.93 1.88 -0.06
C -0.139694 -1.809264 0.327291 -1.82 -0.78 -0.08 -0.33
C -0.319843 -1.216662 1.817631 0.39 0.26 0.49 -0.10
C -1.345166 0.018574 1.910701 0.56 0.13 0.26 -0.11
O 0.037645 -0.800832 -0.739046 0.12 -1.78 -1.93 0.01
C -0.208369 -1.569006 -1.950800 -0.06 -0.34 -2.69 -0.35
O 0.055768 -1.227379 -3.131877 -0.82 -1.07 5.59 0.09
O -0.877384 -2.822994 -1.630562 0.29 4.49 0.03 0.05
C -1.442976 -2.515760 -0.324735 2.02 -2.03 1.12 -0.29
C -1.772180 -3.918871 0.406286 -2.16 -7.11 -0.69 -0.52
O -1.845358 -4.098805 1.664474 0.89 2.54 -2.59 -0.05
O -2.009897 -4.998102 -0.433062 1.45 5.75 2.58 -0.14
S -3.042235 -1.624573 -0.535951 -6.66 -3.80 -0.38 0.79
C -2.953348 0.162738 -0.992210 -0.75 1.52 -0.27 -0.16
O -3.903348 -1.901547 0.697332 3.24 2.17 -2.25 -0.36
O -3.785120 -2.309229 -1.684774 3.06 2.40 1.97 -0.36
H 2.700549 0.052559 1.029123 0.68 -0.23 -1.39 0.06
H 4.236101 0.220025 -0.038938 -1.68 -0.08 0.08 0.06
H 2.500099 0.518993 -0.755621 1.11 -0.60 1.26 0.07
H 2.518547 -1.644716 -1.535703 0.82 -0.25 1.63 0.10
H 4.091023 -2.105905 -0.671921 -1.63 0.66 0.51 0.10
H 2.727869 -3.525532 0.627119 -1.32 1.44 -0.03 0.13
H 2.249067 -2.051778 1.594282 -0.54 -0.49 -1.39 0.11
H 0.678665 -0.817223 2.252559 -1.43 -0.67 -1.15 0.10
H -0.628594 -2.062107 2.546663 0.32 1.06 -1.73 0.14
H -1.103580 0.585559 2.892886 -0.31 -0.81 -1.67 0.08
H -1.129810 0.704579 1.010485 -0.51 -0.85 1.58 0.05
H -2.446480 -0.281169 1.996265 1.66 0.19 -0.42 0.07
H -3.141907 0.797863 -0.053835 0.70 -1.07 -1.38 0.07
H -2.027117 0.474537 -1.583581 -1.09 -0.68 1.17 0.07
H -3.857114 0.370304 -1.686265 1.39 -0.92 1.15 0.09
N 0.075193 2.747595 0.000306 0.22 0.72 -0.15 0.07
C -0.157442 3.375564 -1.163507 0.01 -0.44 0.46 -0.14
C 0.305762 4.647507 -1.459732 0.08 0.08 0.11 -0.08
C 1.050291 5.314992 -0.498121 0.03 0.07 -0.01 -0.09
C 1.304105 4.690124 0.714473 -0.02 0.06 -0.14 -0.08
C 0.799428 3.414986 0.912328 -0.33 -0.45 -0.29 -0.15
H -0.746576 2.814240 -1.881681 0.04 0.05 -0.03 0.10
H 0.089602 5.104538 -2.417428 0.00 -0.05 0.04 0.10
H 1.429502 6.312708 -0.691770 -0.02 -0.06 0.01 0.10
H 1.881191 5.181906 1.487788 -0.03 -0.05 -0.02 0.10
H 0.974002 2.883138 1.842533 0.01 0.05 -0.01 0.10
```
Positions in Å, forces in eV/Å.

---

[3]
Molecular formula: C4H7N2
Method: DFT, ωB97M-V/def2-TZVPD

The electronic energy is -265.76409 a.u. As for the lowest unoccupied orbital energy: -5.180 eV. The total charge is +1. The SMILES is [H]/N=C(\C)C#[N+]C. Its energy above the lowest of the compared OMol25 structures with the same formula, charge and spin is 3.9290 eV. As for the largest force on an atom: 0.104 Eh/bohr. As for the HOMO energy: -15.1 eV.

XYZ file:
```
13
Properties=species:S:1:pos:R:3:forces:R:3:lowdin_charge:R:1
H 1.673716 0.117385 2.054776 0.86 0.66 -0.55 0.11
N 0.964318 0.416569 1.391313 -1.52 -0.82 -0.38 0.20
C 1.031541 0.235342 0.129588 2.35 -0.49 2.03 -0.24
C 2.383528 -0.059457 -0.658672 -4.88 -1.40 -1.67 0.03
C -0.406628 0.251019 -0.221599 0.57 0.54 -1.66 0.16
N -1.532570 0.287360 -0.448947 3.35 -0.02 0.57 0.13
C -2.874669 0.276465 -0.171470 -3.07 -2.98 -0.87 -0.02
H 2.780095 -1.030052 -0.519610 -0.14 -1.33 0.72 0.08
H 3.139119 0.571114 -0.431175 1.88 2.62 0.87 0.05
H 2.129397 -0.050840 -1.718679 0.34 0.39 -0.12 0.09
H -3.167413 1.289688 0.074186 -0.38 -0.09 0.36 0.11
H -2.996019 -0.567041 0.625761 -0.24 1.96 -1.07 0.16
H -3.438672 -0.110904 -1.121146 0.89 0.96 1.76 0.15
```
Positions in Å, forces in eV/Å.

---

- Which of these has the lowest total charge?
  C15H20NO8S

---

- Which of these has the lowest electronic energy?
  C15H20NO8S

---

- The lowest total charge belongs to which entry?
  C15H20NO8S

---

- The lowest total charge belongs to which entry?
  C15H20NO8S